Below is a structure of composition C8H3MnN2O4S5 in a non-equilibrium geometry, with properties calculated with the ωB97M-V functional and the def2-TZVPD basis.

The expectation value of S² is 3.875. Its LUMO energy (spin up / spin down) is -5.76 / -6.94 eV. Its spin multiplicity is 4. The net charge is +1. As for the energy above the lowest of the compared OMol25 structures with the same formula, charge and spin: 6.2 kJ/mol. Its frontier orbital gap (spin up / spin down) is 6.6 / 6.2 eV.

```
23
C8H3MnN2O4S5, DFT the ωB97M-V functional and the def2-TZVPD basis
Mn 0.36 0.87 0.41
O 2.54 -3.27 -2.90
C 1.27 -3.54 -2.62
O 0.70 -4.51 -3.01
C 0.53 -2.56 -1.76
C -0.80 -2.76 -1.41
N -1.17 -1.73 -0.64
N -0.17 -0.86 -0.47
C 0.87 -1.37 -1.15
C 2.11 -0.55 -1.08
O 3.13 -0.84 -1.62
O 1.94 0.57 -0.34
H 2.85 -2.43 -2.50
H -1.46 -3.57 -1.67
H -2.08 -1.56 -0.22
S -2.62 5.83 4.50
C -1.94 4.71 3.57
S -2.00 4.74 1.83
C -1.20 3.28 1.57
C -0.79 2.57 2.72
S -0.01 1.07 2.57
S -1.16 3.29 4.20
S -0.91 2.62 0.02
```

Below is a structure of composition C50H44BrN5O6P2ReS2 in a non-equilibrium geometry, with properties calculated with the ωB97M-V functional and the def2-TZVPD basis.

The expectation value of S² is 0.766. Its LUMO energy (spin up / spin down) is -5.65 / -5.58 eV. Its spin multiplicity is 2. The net charge is +2. As for the energy above the lowest of the compared OMol25 structures with the same formula, charge and spin: 0.0 kJ/mol. Its frontier orbital gap (spin up / spin down) is 6.5 / 6.6 eV.

```
111
C50H44BrN5O6P2ReS2, DFT the ωB97M-V functional and the def2-TZVPD basis
Re 0.92 0.55 0.49
O -1.17 1.86 -3.05
C -1.69 3.04 -2.60
C -2.47 3.81 -3.47
C -2.99 5.03 -3.08
C -2.73 5.51 -1.80
C -1.95 4.75 -0.94
C -1.44 3.50 -1.30
C -0.59 2.79 -0.28
O -0.38 1.44 -0.53
N -1.20 2.84 1.04
N -0.75 1.84 1.82
C -1.33 1.57 2.91
C -0.93 0.39 3.66
Br 0.05 -0.78 2.53
C -1.20 -0.04 4.88
C -1.90 0.72 5.93
C -2.57 0.01 6.92
C -3.24 0.67 7.94
C -3.22 2.06 7.99
C -2.53 2.78 7.02
C -1.88 2.12 6.00
H -1.51 1.71 -3.94
H -2.65 3.44 -4.47
H -3.58 5.60 -3.77
H -3.11 6.48 -1.49
H -1.72 5.15 0.04
H 0.37 3.30 -0.20
H -2.18 3.08 1.08
H -2.18 2.14 3.29
H -0.92 -1.05 5.14
H -2.59 -1.08 6.88
H -3.76 0.10 8.70
H -3.73 2.58 8.79
H -2.50 3.86 7.08
H -1.30 2.69 5.28
O 2.10 1.02 -1.06
P 2.62 0.33 -2.34
C 1.35 -0.75 -3.06
P 0.19 -1.62 -1.98
O 0.33 -1.15 -0.52
C -1.42 -1.24 -2.63
C -2.40 -0.80 -1.76
C -3.66 -0.48 -2.25
C -3.94 -0.61 -3.60
C -2.95 -1.05 -4.48
C -1.69 -1.37 -4.00
C 0.50 -3.36 -2.04
C 1.47 -3.88 -1.17
C 1.74 -5.24 -1.18
C 1.04 -6.08 -2.05
C 0.07 -5.57 -2.89
C -0.21 -4.21 -2.89
C 4.11 -0.57 -2.15
C 5.29 0.17 -2.02
C 6.50 -0.49 -1.90
C 6.53 -1.88 -1.91
C 5.36 -2.62 -2.04
C 4.15 -1.96 -2.17
C 2.87 1.61 -3.54
C 2.19 2.82 -3.39
C 2.30 3.80 -4.36
C 3.07 3.57 -5.49
C 3.75 2.36 -5.65
C 3.65 1.38 -4.68
H 1.85 -1.45 -3.74
H 0.75 -0.07 -3.66
H -2.18 -0.68 -0.71
H -4.43 -0.13 -1.57
H -4.92 -0.36 -3.98
H -3.16 -1.15 -5.54
H -0.92 -1.70 -4.69
H 1.99 -3.24 -0.47
H 2.48 -5.64 -0.51
H 1.26 -7.14 -2.05
H -0.49 -6.23 -3.54
H -0.98 -3.82 -3.54
H 5.27 1.26 -2.01
H 7.42 0.07 -1.80
H 7.48 -2.40 -1.82
H 5.39 -3.70 -2.05
H 3.24 -2.54 -2.27
H 1.57 2.99 -2.51
H 1.78 4.74 -4.25
H 3.16 4.33 -6.25
H 4.36 2.19 -6.53
H 4.19 0.45 -4.79
N 5.31 -1.56 7.16
C 4.99 -1.51 5.84
C 3.69 -1.83 5.40
C 3.36 -1.76 4.07
C 4.33 -1.36 3.14
C 5.62 -1.06 3.55
C 5.95 -1.14 4.88
S 3.91 -1.19 1.47
O 3.19 -2.34 0.99
O 5.07 -0.71 0.78
N 2.76 0.01 1.42
C 3.01 1.30 1.79
S 4.30 2.16 2.50
C 3.33 3.60 2.46
C 2.13 3.37 1.90
N 1.96 2.05 1.53
H 4.65 -1.88 7.84
H 6.25 -1.40 7.47
H 2.95 -2.15 6.13
H 2.37 -2.03 3.74
H 6.36 -0.77 2.81
H 6.97 -0.92 5.20
H 3.71 4.53 2.85
H 1.34 4.09 1.75
```

Below is a cluster of 2 separate species, ClN2O2 in total in a non-equilibrium geometry, with properties calculated with the ωB97M-V functional and the def2-TZVPD basis.

Its LUMO energy is 1.58 eV. The net charge is -1. As for the energy above the lowest of the compared OMol25 structures with the same formula, charge and spin: 104.5 kJ/mol. Its frontier orbital gap is 5.2 eV.

```
5
ClN2O2, DFT the ωB97M-V functional and the def2-TZVPD basis
N -0.99 0.56 -0.12
N -0.70 -0.54 0.12
O -1.10 -1.67 -0.03
O -0.66 1.71 0.04
Cl 3.44 -0.06 -0.01
```

Below is a cluster of 2 separate species, CH6NO in total in a non-equilibrium geometry, with properties calculated with the ωB97M-V functional and the def2-TZVPD basis.

The expectation value of S² is 0.757. Its LUMO energy (spin up / spin down) is -12.32 / -15.92 eV. Its spin multiplicity is 2. The net charge is +2. As for the energy above the lowest of the compared OMol25 structures with the same formula, charge and spin: 73.7 kJ/mol. Its frontier orbital gap (spin up / spin down) is 13.5 / 11.7 eV.

```
9
CH6NO, DFT the ωB97M-V functional and the def2-TZVPD basis
N -0.66 0.23 1.44
H -1.24 -0.11 0.59
H -1.27 0.22 2.28
H 0.13 -0.40 1.64
H -0.47 1.16 1.07
O 0.25 0.04 -0.82
C 0.87 -0.24 -1.81
H 0.55 -1.14 -2.34
H 1.83 0.25 -2.06
```

Below is the molecule C5H6O2, with properties calculated with the ωB97M-V functional and the def2-TZVPD basis.

Its LUMO energy is 0.83 eV. As for the SMILES: O=C[C@@H](O)C1C=C1. As for the energy above the lowest of the compared OMol25 structures with the same formula, charge and spin: 301.4 kJ/mol. Its frontier orbital gap is 10.3 eV.

```
13
C5H6O2, DFT the ωB97M-V functional and the def2-TZVPD basis
O -2.39 -1.11 0.44
C -1.80 -0.11 0.75
C -0.73 0.54 -0.12
O -0.12 1.61 0.56
C 0.27 -0.51 -0.62
C 1.67 -0.10 -0.95
C 1.54 -0.79 0.14
H -1.99 0.43 1.71
H -1.24 0.97 -0.99
H 0.71 1.28 0.94
H -0.22 -1.31 -1.18
H 2.31 0.40 -1.66
H 1.99 -1.30 0.98
```

Below is a cluster of 2 separate species, C2H13N6O in total in a non-equilibrium geometry, with properties calculated with the ωB97M-V functional and the def2-TZVPD basis.

Its LUMO energy is -2.46 eV. The net charge is +1. As for the energy above the lowest of the compared OMol25 structures with the same formula, charge and spin: 41.7 kJ/mol. Its frontier orbital gap is 11.2 eV.

```
22
C2H13N6O, DFT the ωB97M-V functional and the def2-TZVPD basis
C 1.02 -0.23 0.62
C -0.31 0.96 0.64
N -1.23 -2.34 -1.44
N 2.11 0.13 1.30
N 0.91 -1.41 0.10
N 0.30 2.27 0.91
N 0.01 0.90 -1.71
N -1.15 0.64 1.60
O -0.86 0.75 -0.60
H -2.23 -1.97 -1.34
H -0.67 -1.89 -2.06
H 3.01 -0.42 1.35
H 2.05 1.04 1.69
H 1.67 -2.05 0.01
H -0.05 -1.72 -0.23
H -0.09 2.78 1.64
H 0.30 2.88 0.07
H 0.27 0.07 -2.05
H -0.48 1.40 -2.44
H -1.47 -3.22 -1.90
H -1.29 1.39 2.34
H -1.85 0.04 1.51
```